No. 1
ORCA calculation (the ωB97M-V functional and the def2-TZVPD basis) on C25H25N3O6 in the gas phase in a non-equilibrium geometry.

Kohn-Sham gap = 6.293 eV
HOMO = -7.10 eV
Energy = -43078.7895 eV
F_max = 3.98 eV/Å
Energy relative to the best compared isomer or geometry (same formula, charge and spin) = 7.9887 eV

```
! RIJCOSX wB97M-V def2-TZVPD def2/J DEFGRID3
* xyz 0 1
C -2.82999 -0.64806 2.21431
N -2.78348 -1.98185 1.65246
C -3.95211 -2.67146 1.37141
C -3.60296 -3.79114 0.71113
N -2.22303 -3.77312 0.56493
C -1.53783 -4.81105 -0.16328
C -1.70198 -2.70737 1.23120
C -0.26846 -2.32114 1.19671
C 0.24318 -1.58246 2.29024
C 1.61466 -1.04128 2.22285
C 1.44498 0.41715 2.74865
C 1.81400 1.57839 2.05623
C 1.72075 2.84410 2.66106
C 1.22237 2.95422 3.96748
C 0.75323 1.81128 4.64342
C 0.88499 0.55986 4.01471
O 0.42920 -2.60936 0.18422
H -1.90976 -0.40832 2.75840
H -3.00893 0.11169 1.43185
H -3.69516 -0.59841 2.89722
H -4.93431 -2.31865 1.64990
H -4.20139 -4.58550 0.29331
H -0.53705 -4.46395 -0.47562
H -1.47237 -5.72263 0.45891
H -2.16534 -5.04124 -1.04482
H -0.19141 -1.67451 3.29957
H 2.20394 -1.15364 1.29922
H 2.09715 1.51793 1.00470
H 2.00797 3.75134 2.10032
H 1.13855 3.94807 4.43941
H 0.26952 1.88622 5.63206
H 0.44539 -0.29098 4.54553
C 4.17483 -6.63430 2.52750
C 4.54628 -5.21602 2.12271
O 3.37872 -4.36587 2.47281
C 3.68931 -3.06108 2.21589
C 2.78170 -1.95174 2.77054
C 3.76118 -0.93265 3.30154
O 3.96506 -0.66703 4.50544
C 4.47178 -0.16865 2.17630
C 4.42366 -0.43280 0.78319
C 5.27070 0.17467 -0.14383
C 6.24954 1.07198 0.35099
N 7.34983 1.44667 -0.47268
O 8.23300 2.20703 -0.02047
O 7.39443 1.00165 -1.64383
C 6.22642 1.49447 1.69774
C 5.33019 0.89265 2.59228
O 4.77410 -2.89176 1.64752
H 5.00606 -7.30563 2.24943
H 4.00823 -6.74361 3.61610
H 3.26585 -6.97690 1.99936
H 5.43680 -4.88162 2.69828
H 4.70080 -5.14799 1.02530
H 2.02211 -2.36511 3.45086
H 3.82140 -1.24803 0.34406
H 5.28964 -0.10735 -1.20688
H 6.92013 2.26692 2.03068
H 5.37172 1.14008 3.65480
*
```

***

No. 2
ORCA calculation (the ωB97M-V functional and the def2-TZVPD basis) on C25H25N3O7S in the gas phase in a non-equilibrium geometry.

Kohn-Sham gap = 7.433 eV
HOMO = -8.30 eV
Energy = -55967.2720 eV
F_max = 1.35 eV/Å
SMILES = CCc1ccc(NC(=O)[C@@H](C)OC(=O)c2ccc(NS(=O)(=O)c3ccc(C)c([N+](=O)[O-])c3)cc2)cc1
Energy relative to the best compared isomer or geometry (same formula, charge and spin) = 0.4422 eV

```
! RIJCOSX wB97M-V def2-TZVPD def2/J DEFGRID3
* xyz 0 1
C 2.54692 4.99844 5.35314
C 1.61366 4.89037 4.14541
C 1.24180 3.45688 3.89581
C 2.01309 2.65619 3.06205
C 1.69848 1.32636 2.86701
C 0.59801 0.76280 3.50907
N 0.34015 -0.59336 3.27295
C -0.69784 -1.34349 3.70496
O -1.59953 -0.97432 4.42201
C -0.61778 -2.79909 3.17732
C -1.63907 -3.68144 3.87358
O -0.90367 -2.83073 1.77063
C 0.09443 -2.64278 0.90983
O 1.22538 -2.35043 1.24915
C -0.31611 -2.82524 -0.49417
C 0.66458 -2.79586 -1.48621
C 0.32787 -2.95888 -2.81157
C -1.00827 -3.14088 -3.17163
N -1.34702 -3.27638 -4.50579
S -0.47844 -2.53496 -5.73774
O 0.79852 -3.15426 -5.88954
O -1.37683 -2.49854 -6.84669
C -0.23663 -0.88247 -5.07879
C 1.03870 -0.36935 -4.92311
C 1.20313 0.88897 -4.37639
C 0.11571 1.66549 -3.97311
C 0.35442 3.00813 -3.37482
C -1.16237 1.11681 -4.14921
N -2.36973 1.81436 -3.76039
O -2.32878 3.01603 -3.63185
O -3.35871 1.13517 -3.59017
C -1.33586 -0.15007 -4.69968
C -1.99064 -3.17910 -2.17995
C -1.64744 -3.03012 -0.85378
C -0.18056 1.55440 4.34645
C 0.14747 2.88447 4.53094
H 2.81544 6.03635 5.53617
H 3.45717 4.42876 5.17967
H 2.06101 4.60268 6.24197
H 0.71336 5.47854 4.33373
H 2.11361 5.30269 3.26648
H 2.87011 3.07999 2.55794
H 2.30379 0.71287 2.21403
H 1.00957 -1.04929 2.65545
H 0.40420 -3.17336 3.33030
H -2.62922 -3.25099 3.75363
H -1.62395 -4.68125 3.44851
H -1.40894 -3.73151 4.93348
H 1.69301 -2.65259 -1.19206
H 1.08364 -2.97201 -3.57899
H -2.32671 -3.38319 -4.71762
H 1.88100 -0.96725 -5.23323
H 2.19840 1.28731 -4.25145
H -0.20575 3.13563 -2.45041
H 1.41260 3.15199 -3.17520
H 0.01244 3.78793 -4.05418
H -2.33367 -0.53889 -4.83317
H -3.02292 -3.32737 -2.46027
H -2.40663 -3.05793 -0.08858
H -1.03433 1.12720 4.84463
H -0.46428 3.49055 5.18346
*
```

***

No. 3
ORCA calculation (the ωB97M-V functional and the def2-TZVPD basis) on 5 unconnected molecules or ions with the total composition C25H25N5 in a non-equilibrium geometry.

Kohn-Sham gap = 10.308 eV
HOMO = -9.53 eV
Energy = -33777.6793 eV
F_max = 4.21 eV/Å
SMILES = c1ccncc1.c1ccncc1.c1ccncc1.c1ccncc1.c1ccncc1
Energy relative to the best compared isomer or geometry (same formula, charge and spin) = 4.6957 eV

```
! RIJCOSX wB97M-V def2-TZVPD def2/J DEFGRID3
* xyz 0 1
C 13.87620 -6.35154 2.23608
C 13.92020 -6.75193 3.57580
C 14.12574 -5.80889 4.60832
N 14.21156 -4.47388 4.34822
C 14.15331 -4.10877 3.01496
C 14.08232 -5.02980 1.95609
H 13.73661 -7.09165 1.46203
H 13.80453 -7.75754 3.95231
H 14.39647 -6.00911 5.63448
H 14.14635 -3.05889 2.76180
H 13.98508 -4.66404 0.94457
C 18.68215 1.87812 0.60285
C 19.62958 1.04598 1.12619
C 20.61065 0.56144 0.29363
N 20.78715 0.91466 -0.98757
C 19.86538 1.77574 -1.51481
C 18.79955 2.24345 -0.74585
H 17.93299 2.38401 1.19379
H 19.58892 0.72545 2.15672
H 21.19376 -0.27580 0.64773
H 19.94356 2.07451 -2.54971
H 18.04682 2.84309 -1.23596
C 16.92155 -1.69374 -9.85407
C 16.84078 -0.32713 -9.67433
C 16.47210 0.25956 -8.46289
N 16.32056 -0.47062 -7.31472
C 16.27789 -1.85607 -7.50468
C 16.54051 -2.45423 -8.72693
H 17.37440 -2.22640 -10.67723
H 16.98743 0.34209 -10.50922
H 16.47453 1.33851 -8.51060
H 16.10999 -2.47209 -6.63362
H 16.49952 -3.53110 -8.79827
C 17.79926 -7.79181 15.83494
C 18.22571 -7.50326 14.56115
C 17.20623 -7.37337 13.63876
N 15.93593 -7.30367 13.84820
C 15.50527 -7.58137 15.12355
C 16.44606 -7.80027 16.17600
H 18.49339 -8.09464 16.60493
H 19.21941 -7.60530 14.15062
H 17.38570 -7.17228 12.59292
H 14.47135 -7.85552 15.27268
H 16.08180 -8.04403 17.16306
C 18.83277 0.98594 10.37428
C 19.63416 2.09522 10.66508
C 19.62928 3.20461 9.72068
N 18.83786 3.12540 8.58124
C 18.12143 1.95314 8.31873
C 18.07338 0.94086 9.20177
H 18.71645 0.12017 11.00933
H 20.16831 2.20743 11.59702
H 20.24668 4.08185 9.84578
H 17.50378 1.84871 7.43897
H 17.41368 0.09919 9.05077
*
```

***

No. 4
ORCA calculation (the ωB97M-V functional and the def2-TZVPD basis) on 4 unconnected molecules or ions with the total composition C25H25O13P in a non-equilibrium geometry.

Kohn-Sham gap = 6.825 eV
HOMO = -8.39 eV
Energy = -62232.5062 eV
F_max = 1.87 eV/Å
SMILES = O=C1C=C(O)C(=O)C=C1O.O=C1C=C(O)C(=O)C=C1O.O=C1C=C(O)C(=O)C=C1O.C#CCPOCCCC

```
! RIJCOSX wB97M-V def2-TZVPD def2/J DEFGRID3
* xyz 0 1
O -2.51774 2.03465 -6.51173
C -2.04562 2.48731 -5.48655
C -0.92755 3.42295 -5.46943
C -0.44219 3.87216 -4.30574
O 0.57747 4.72907 -4.24603
C -1.01906 3.43531 -2.99363
O -0.52923 3.85829 -1.96407
C -2.15197 2.51792 -3.01145
C -2.63887 2.07125 -4.17428
O -3.67502 1.23228 -4.23379
H -0.51902 3.72874 -6.42223
H 0.73226 4.89029 -3.29619
H -2.56970 2.22274 -2.05879
H -3.82541 1.06484 -5.18341
O 5.53495 -4.10831 3.94816
C 4.40431 -3.66736 4.03144
C 3.52123 -3.95002 5.15733
C 2.28133 -3.44821 5.18322
O 1.44282 -3.68087 6.19508
C 1.75712 -2.59088 4.07094
O 0.61393 -2.17736 4.14040
C 2.64686 -2.28912 2.95761
C 3.88789 -2.78843 2.93373
O 4.73566 -2.53371 1.93301
H 3.90981 -4.57114 5.95204
H 0.61930 -3.20955 5.96850
H 2.26298 -1.65478 2.16849
H 5.55705 -3.01076 2.15539
O -5.92080 -2.72432 -3.02505
C -4.74350 -2.88403 -2.76516
C -3.92012 -1.85720 -2.13892
C -2.62542 -2.08914 -1.89390
O -1.83800 -1.17690 -1.32093
C -1.97837 -3.39279 -2.25089
O -0.79346 -3.54037 -2.02126
C -2.80719 -4.42827 -2.85564
C -4.10283 -4.19780 -3.09767
O -4.89633 -5.11813 -3.64742
H -4.39699 -0.91992 -1.88858
H -0.95587 -1.59148 -1.26013
H -2.33377 -5.37051 -3.09304
H -5.77608 -4.70174 -3.71554
C 5.11069 3.75357 2.02945
C 4.67842 2.63930 2.05903
C 4.10248 1.28089 1.95103
P 2.42276 1.53242 1.15635
O 1.48245 0.19433 1.51501
C 0.16903 0.55713 2.00572
C -0.71718 1.23726 0.94013
C -0.73487 2.79009 0.93846
C -0.85753 3.45559 2.32507
H 5.31616 4.75980 1.74236
H 4.06993 0.81378 2.94164
H 4.71066 0.73330 1.22758
H 1.87576 2.62707 1.89264
H -0.30418 -0.40714 2.23559
H 0.24052 1.09149 2.96007
H -1.73547 0.82906 0.93591
H -0.29446 0.93799 -0.03371
H -1.62271 3.09767 0.36863
H 0.13021 3.17280 0.38965
H -0.82226 4.54558 2.17640
H -1.78851 3.22710 2.85238
H 0.03325 3.23624 2.92670
*
```